[1]
DFT (ωB97M-V with the def2-TZVPD basis set) results for a molecular structure, C24H23CdN4STe.

Cartesian coordinates (Å):
Cd (-1.966, 1.938, 0.606)
N (-3.460, 4.633, 3.991)
C (-2.797, 3.813, 3.111)
S (-3.679, 3.454, 1.650)
N (-1.626, 3.413, 3.517)
N (-0.960, 2.580, 2.654)
C (0.124, 2.076, 3.091)
C (0.938, 1.192, 2.235)
C (1.457, 0.017, 2.762)
C (2.091, -0.875, 1.912)
C (2.221, -0.533, 0.577)
C (1.701, 0.679, 0.152)
N (1.065, 1.533, 0.948)
H (-4.200, 5.193, 3.608)
H (-2.887, 5.045, 4.710)
H (0.430, 2.268, 4.119)
H (1.302, -0.221, 3.807)
H (2.432, -1.837, 2.272)
H (2.673, -1.207, -0.137)
H (1.767, 0.951, -0.895)
C (0.040, 2.794, -2.447)
Te (-0.478, 4.110, -0.854)
C (-2.158, 4.938, -1.879)
H (-0.119, 3.308, -3.392)
H (-0.575, 1.900, -2.367)
H (1.090, 2.530, -2.352)
H (-2.748, 4.122, -2.288)
H (-1.838, 5.610, -2.671)
H (-2.757, 5.476, -1.147)
C (-1.651, 0.165, -0.416)
C (-0.965, -0.829, -0.641)
C (-0.186, -1.983, -0.888)
C (0.394, -2.148, -2.204)
C (0.795, -3.393, -2.740)
C (1.331, -3.506, -4.012)
C (1.490, -2.395, -4.832)
C (1.071, -1.161, -4.342)
C (0.538, -1.041, -3.073)
C (0.070, -2.848, 0.241)
C (1.151, -3.761, 0.314)
C (1.425, -4.492, 1.458)
C (0.647, -4.365, 2.604)
C (-0.417, -3.465, 2.563)
C (-0.696, -2.730, 1.428)
H (0.638, -4.293, -2.162)
H (1.613, -4.488, -4.375)
H (1.909, -2.489, -5.826)
H (1.161, -0.275, -4.962)
H (0.205, -0.074, -2.721)
H (1.819, -3.865, -0.530)
H (2.275, -5.167, 1.456)
H (0.860, -4.943, 3.494)
H (-1.043, -3.332, 3.440)
H (-1.518, -2.025, 1.436)

- total charge = -1
- energy above the lowest of the compared OMol25 structures with the same formula, charge and spin (eV) = 0.000

These are the Mulliken partial charges, in e, on atoms 1 to 2:
1. Cd 0.77
2. N -0.43

[2]
DFT (ωB97M-V with the def2-TZVPD basis set) results for 2 unconnected molecules or ions with the total composition C3H5NO.

Cartesian coordinates (Å):
C (2.229, -0.133, -0.429)
C (-1.735, -0.625, -0.489)
C (1.824, 0.311, 0.595)
N (-0.731, -0.022, -0.099)
O (-0.934, 0.951, 0.915)
H (2.262, -0.713, -1.305)
H (-0.083, 1.452, 0.747)
H (-2.771, -0.510, -0.144)
H (-1.465, -1.357, -1.309)
H (1.403, 0.646, 1.518)

- SMILES string = C=NO.C#C
- energy above the lowest of the compared OMol25 structures with the same formula, charge and spin (eV) = 4.948

These are the Mulliken partial charges, in e, on atoms 1 to 2:
1. C -0.13
2. C -0.34

[3]
DFT (ωB97M-V with the def2-TZVPD basis set) results for 3 unconnected molecules or ions with the total composition C22H53N10O5P2.

Cartesian coordinates (Å):
C (-0.124, 1.993, -0.180)
C (0.905, 0.833, -0.640)
O (2.055, 1.198, -0.993)
N (0.384, -0.543, -0.645)
C (1.423, -1.565, -0.323)
C (1.032, -2.978, -1.010)
C (1.968, -3.321, -2.298)
C (2.141, -4.906, -2.512)
N (1.723, -5.295, -3.895)
C (0.816, -6.416, -4.053)
C (0.525, -6.601, -5.554)
N (1.319, -5.503, -6.092)
O (1.230, -5.384, -7.448)
N (-0.134, -5.214, -7.696)
O (-0.301, -4.796, -8.785)
C (2.071, -4.709, -5.160)
C (3.017, -3.466, -5.454)
H (-0.513, 1.809, 0.890)
H (0.425, 3.006, -0.254)
H (-1.044, 2.000, -0.858)
H (-0.159, -0.768, -1.488)
H (2.496, -1.262, -0.571)
H (1.392, -1.746, 0.816)
H (-0.069, -2.909, -1.340)
H (1.184, -3.830, -0.266)
H (1.426, -2.897, -3.221)
H (2.972, -2.782, -2.235)
H (1.387, -5.411, -1.793)
H (3.166, -5.321, -2.232)
H (0.373, -7.049, -3.221)
H (-0.119, -7.370, -6.084)
H (3.637, -3.175, -4.524)
H (3.794, -3.701, -6.278)
H (2.417, -2.556, -5.835)
O (-2.857, 4.203, -1.823)
P (-3.581, 5.437, -2.396)
N (-3.616, 6.290, -0.918)
C (-4.404, 5.935, 0.250)
C (-2.325, 6.840, -0.501)
N (-5.012, 4.601, -2.841)
C (-6.030, 4.183, -1.893)
C (-4.748, 3.486, -3.757)
N (-4.366, 6.874, -3.126)
C (-3.439, 7.660, -3.943)
C (-5.330, 7.739, -2.479)
H (-4.345, 6.725, 1.004)
H (-4.062, 4.997, 0.703)
H (-5.461, 5.851, 0.022)
H (-2.379, 7.934, -0.482)
H (-1.524, 6.563, -1.193)
H (-2.019, 6.491, 0.490)
H (-5.608, 3.611, -1.059)
H (-6.793, 3.563, -2.374)
H (-6.582, 5.042, -1.510)
H (-4.390, 2.596, -3.223)
H (-3.985, 3.762, -4.491)
H (-5.647, 3.219, -4.318)
H (-2.764, 8.260, -3.321)
H (-3.974, 8.325, -4.627)
H (-2.827, 6.994, -4.562)
H (-4.865, 8.431, -1.769)
H (-6.103, 7.176, -1.956)
H (-5.856, 8.340, -3.229)
O (2.578, -2.657, 3.318)
P (2.372, -2.835, 4.836)
N (2.409, -1.166, 5.188)
C (3.574, -0.303, 5.094)
C (1.208, -0.431, 4.785)
N (3.822, -3.714, 5.100)
C (5.139, -3.105, 5.138)
C (3.897, -4.929, 4.281)
N (2.066, -3.093, 6.583)
C (0.676, -3.461, 6.857)
C (2.605, -2.299, 7.668)
H (3.352, 0.685, 5.509)
H (3.904, -0.176, 4.056)
H (4.406, -0.669, 5.686)
H (0.706, -0.030, 5.673)
H (0.494, -1.077, 4.267)
H (1.431, 0.400, 4.109)
H (5.333, -2.485, 4.255)
H (5.928, -3.861, 5.197)
H (5.268, -2.509, 6.042)
H (4.215, -4.708, 3.253)
H (2.922, -5.421, 4.229)
H (4.595, -5.650, 4.714)
H (0.010, -2.591, 6.800)
H (0.572, -3.922, 7.844)
H (0.332, -4.200, 6.125)
H (2.089, -1.340, 7.784)
H (3.671, -2.106, 7.549)
H (2.505, -2.842, 8.614)

- total charge = +1
- energy above the lowest of the compared OMol25 structures with the same formula, charge and spin (eV) = 0.000

These are the Mulliken partial charges, in e, on atoms 1 to 2:
1. C -0.79
2. C 0.49

Computed values of largest force on an atom (unit: eV/A) for the preceding records, in sequence: 0.2, 2.6, 7.1.
Computed values of lowest unoccupied orbital energy (unit: eV) for the preceding records, in sequence: 2.110, 1.074, -3.939.